Entry from OMol25: a cluster of 11 separate species, C34H80N4O20P2S4 in total (ωB97M-V/def2-TZVPD).

```
144
Properties=species:S:1:pos:R:3:forces:R:3
N 3.99369 -24.42027 -21.93212 0.1 0.5 -0.3
H 3.85198 -25.12091 -22.65592 0.1 -0.5 0.5
H 4.88967 -23.93597 -22.12506 -0.1 0.3 -0.2
H 4.16729 -24.78649 -20.97093 -0.5 -0.9 0.2
H 3.17203 -23.80985 -21.98189 0.1 0.2 0.5
N 3.72618 -16.80651 -24.09190 0.8 -0.3 -1.3
H 4.52743 -17.37881 -23.73819 0.6 -0.2 0.7
H 3.03194 -17.40304 -24.54000 -0.5 0.0 0.8
H 4.12565 -16.30911 -24.89342 0.0 0.6 0.4
H 3.42366 -16.18906 -23.34168 -0.4 0.0 -0.2
N 7.45314 -24.39376 -24.66107 0.1 -1.2 0.6
H 7.31034 -24.26567 -23.64166 -0.6 1.1 0.0
H 7.88499 -23.53939 -25.02097 0.4 -0.1 0.2
H 6.56208 -24.56641 -25.11982 0.0 0.1 0.1
H 8.03466 -25.23370 -24.67993 0.3 0.3 -0.8
N 6.42007 -20.56631 -27.11052 0.2 -0.4 0.2
H 6.13779 -20.97892 -26.18481 -0.2 -0.7 -0.2
H 5.74721 -20.78157 -27.84409 -0.2 0.4 0.2
H 7.28536 -21.03179 -27.38848 0.2 0.3 0.1
H 6.59877 -19.56997 -26.94538 0.3 0.3 -0.5
C 6.11493 -19.92822 -23.87548 0.0 -1.5 -0.7
C 5.76114 -19.14019 -22.78051 2.4 0.7 -0.2
C 5.33979 -19.85499 -21.48287 -2.1 1.0 0.1
O 4.71143 -19.26513 -20.59810 0.6 0.4 -0.5
C 5.51517 -21.24192 -21.42798 -0.3 -2.1 -0.7
C 6.00264 -22.03719 -22.46053 2.1 2.1 -0.6
C 6.11488 -21.37156 -23.89897 -2.2 1.1 2.5
O 5.90131 -22.11759 -24.87069 1.2 0.1 -0.9
O 6.56824 -23.16253 -22.31489 -1.1 -1.2 -0.2
O 5.98620 -17.88761 -22.88584 -1.8 -0.6 0.6
H 6.44022 -19.33074 -24.71786 0.0 -0.1 -0.3
H 5.03553 -21.77577 -20.61307 0.6 0.2 0.5
C 2.59682 -21.59251 -17.85092 0.1 -0.4 0.5
C 1.43959 -22.24838 -17.02447 1.3 0.1 0.0
C 0.41069 -22.81805 -18.00935 0.4 0.0 -0.3
S 0.75597 -22.08980 -19.68169 0.0 0.8 0.9
O -0.47919 -21.42094 -20.09125 1.5 -0.7 -0.2
O 1.44473 -23.02464 -20.56678 -0.3 0.2 0.1
C 1.99785 -20.87423 -19.03315 -1.1 0.4 0.0
H 3.28250 -22.37559 -18.19394 -0.3 -0.3 -0.3
H 3.29442 -21.02560 -17.23289 -0.5 0.6 0.0
H 1.01793 -21.61471 -16.24590 -0.2 0.5 -0.5
H 1.96298 -23.00080 -16.43126 -0.5 -0.5 -0.2
H -0.62150 -22.52514 -17.84124 0.0 0.0 0.2
H 0.49676 -23.90223 -18.03271 -0.1 0.0 -0.4
H 1.31225 -20.06734 -18.75763 0.1 0.0 0.4
H 2.69844 -20.40428 -19.72438 0.0 -0.7 -0.4
C 10.07149 -22.27017 -20.42014 0.9 0.4 0.4
C 9.08668 -21.09546 -20.58896 0.2 -0.6 0.9
C 9.14021 -20.64635 -22.04051 -0.6 0.0 -0.7
S 10.03062 -21.89878 -22.98986 1.8 -2.4 1.0
O 11.45752 -21.61302 -23.11359 -1.6 0.5 -0.4
O 9.29797 -22.41558 -24.15986 0.1 1.1 0.3
C 9.89562 -23.14549 -21.67011 -1.2 1.4 0.8
H 9.89197 -22.80228 -19.48611 -0.2 -0.2 -0.1
H 11.09285 -21.89218 -20.33052 0.1 0.0 -0.2
H 9.23191 -20.28449 -19.87921 0.7 0.1 -0.2
H 8.10647 -21.44851 -20.25461 -0.3 -0.1 -0.8
H 9.63992 -19.69342 -22.19960 0.0 0.0 0.0
H 8.14020 -20.66874 -22.47248 0.1 0.5 -0.1
H 10.50880 -24.03570 -21.74680 0.2 0.2 -0.4
H 8.81628 -23.32693 -21.61537 0.0 -0.8 -0.5
C 2.29377 -21.18758 -23.54210 -0.6 1.6 -0.9
C 0.86818 -20.84876 -24.12766 -0.2 -0.6 0.8
C 0.65318 -21.47010 -25.54251 0.3 0.4 0.5
S 1.57343 -22.97277 -25.53198 1.8 0.2 1.4
O 2.22019 -23.25694 -26.79780 -0.8 -0.1 0.3
O 0.89601 -23.97855 -24.75326 -0.1 -0.1 -0.5
C 2.88911 -22.23315 -24.47914 -0.8 -0.2 0.1
H 2.20941 -21.21968 -22.45560 0.0 -1.4 -0.1
H 2.89764 -20.27341 -23.60792 0.2 -0.1 -0.4
H 0.70788 -19.77363 -24.05173 -0.1 0.0 -0.6
H 0.19429 -21.25972 -23.37498 -0.4 -0.2 -0.5
H 1.20100 -20.89425 -26.28892 -0.5 0.2 -0.3
H -0.35535 -21.75207 -25.83973 -0.1 0.5 0.1
H 3.43713 -21.67524 -25.23294 0.7 -0.5 0.2
H 3.39548 -23.07746 -24.02152 0.5 0.2 -0.3
C 10.63111 -17.49619 -24.34144 -0.3 1.2 0.2
C 9.37578 -16.64682 -24.07162 -0.6 -0.4 1.3
C 9.03274 -15.95466 -25.34857 -0.5 -0.4 -1.9
S 9.08013 -17.34454 -26.56399 2.8 -0.8 -0.4
O 9.83131 -17.02354 -27.77530 -1.4 0.3 0.9
O 7.81681 -18.07718 -26.69003 -0.2 0.3 0.2
C 10.29078 -18.38406 -25.55363 -1.5 0.9 0.4
H 10.92951 -17.98414 -23.41548 0.1 -0.5 -0.3
H 11.37998 -16.72396 -24.53007 0.5 -0.5 -0.4
H 9.40276 -15.93832 -23.23959 0.9 0.2 -0.2
H 8.58152 -17.29334 -23.67399 -0.4 -0.1 -0.7
H 9.81179 -15.33001 -25.79157 0.3 0.0 0.5
H 8.11504 -15.37660 -25.44092 -0.2 -0.3 0.2
H 11.08647 -18.70067 -26.21748 0.1 0.1 0.0
H 9.63937 -19.21194 -25.26728 0.3 -0.2 0.2
C 8.09343 -17.49628 -20.20867 1.2 0.1 0.1
C 8.30621 -17.75379 -18.72388 -1.0 -0.7 -0.3
O 9.69792 -18.00442 -18.42576 -0.2 -0.7 0.0
P 10.12262 -18.99491 -17.25539 0.0 1.0 1.3
O 11.53512 -19.35897 -17.20171 -0.2 0.0 -0.4
O 9.61195 -18.19576 -15.92507 1.1 -0.8 -1.4
C 10.44393 -18.33418 -14.76680 -0.7 -0.8 2.7
C 9.47765 -18.13255 -13.59439 -0.7 0.7 -0.1
O 9.12802 -20.24978 -17.37553 -0.2 0.8 -0.7
C 9.18804 -21.25028 -16.39056 0.7 -1.1 2.0
C 8.08438 -22.26857 -16.51664 -0.2 -0.6 -1.0
H 8.01409 -18.37726 -20.84708 0.0 -0.2 0.3
H 7.20688 -16.89605 -20.39292 0.1 0.2 0.0
H 9.02765 -16.98682 -20.47190 -0.4 0.4 -0.6
H 7.93568 -16.87810 -18.19583 0.3 -0.1 0.4
H 7.73835 -18.64068 -18.43960 -0.1 0.2 0.3
H 10.82533 -19.33986 -14.57057 0.1 -0.1 -1.0
H 11.30651 -17.67893 -14.66741 -0.2 0.4 -0.8
H 9.12918 -17.09726 -13.57262 0.0 0.0 0.1
H 8.58380 -18.74062 -13.75124 0.1 -0.1 -0.2
H 9.81303 -18.38530 -12.58865 0.6 0.0 -0.2
H 10.15889 -21.75823 -16.34912 0.0 0.1 -0.8
H 9.16625 -20.85785 -15.36517 -0.4 0.6 -0.2
H 8.30923 -23.21220 -16.01655 0.2 0.3 0.5
H 7.10957 -21.92226 -16.17551 0.0 0.2 -0.1
H 8.00531 -22.61016 -17.55601 -0.2 0.3 -0.1
C 4.51519 -26.19169 -15.80175 1.7 0.8 0.0
C 5.29338 -25.16275 -16.61791 -0.6 1.1 0.3
O 6.15530 -25.73363 -17.62764 -0.6 -0.9 -0.9
P 5.54951 -26.58063 -18.84118 -0.2 0.3 0.5
O 4.60096 -25.83630 -19.71965 0.4 0.0 0.4
O 6.80200 -27.13712 -19.58504 0.9 -0.3 0.2
C 7.83911 -26.31650 -20.20870 -1.4 -0.7 -0.7
C 8.37236 -27.11741 -21.38284 0.2 0.0 0.1
O 4.95070 -27.89570 -18.20630 -0.2 0.6 0.3
C 4.25832 -28.81040 -19.07094 0.9 -1.0 -2.0
C 4.52300 -30.26537 -18.70041 0.1 -0.5 1.4
H 3.58539 -26.49032 -16.26991 0.1 -0.5 0.0
H 5.30997 -26.93051 -15.67159 -0.8 -0.8 0.1
H 4.35718 -25.78321 -14.80430 -0.3 0.1 -0.1
H 4.63770 -24.40826 -17.06638 0.0 -0.2 -0.3
H 5.97906 -24.59318 -15.99210 0.1 -0.2 0.1
H 7.24768 -25.47638 -20.58004 0.8 0.6 0.1
H 8.61298 -26.10838 -19.47623 -0.2 0.4 0.1
H 9.01850 -27.92672 -21.04589 0.0 0.0 0.0
H 7.55821 -27.55276 -21.96264 -0.1 0.0 0.1
H 8.96328 -26.48243 -22.04780 0.1 0.1 0.1
H 3.23726 -28.51812 -19.30577 -0.2 0.0 0.8
H 4.76476 -28.76220 -20.04289 -0.2 0.4 -0.1
H 3.73882 -30.99385 -18.90384 -0.3 0.4 -0.5
H 5.44264 -30.63123 -19.15529 -0.1 0.1 -0.2
H 4.68507 -30.41832 -17.62881 -0.1 0.4 0.1
```
Forces are in eV/Å.

Summary:
**Highest occupied orbital energy**: -12.58 eV
**Net charge**: +2
**Strongest force on any atom**: 3.5 eV/Å
**2S+1**: 1
**Frontier orbital gap**: 7.46 eV
**Energy**: -145373.123 eV

Atom charges from the Mulliken analysis, given in e for atoms 1 to 6: atom 1 (N): 0.363, atom 2 (H): 0.469, atom 3 (H): -0.417, atom 4 (H): 0.561, atom 5 (H): 0.316, atom 6 (N): -0.234